No. 1
39
Properties=species:S:1:pos:R:3 method="wB97M-V/def2-TZVPD" lumo_ev="-4.8 / -7.1" multiplicity=6 e_above_lowest_kcal_mol=40.72 gap_ev="7.1 / 5.0" energy_ha=-2434.11556 total_charge=+1
Os -1.36 1.66 -0.38
S -1.74 5.08 -0.57
C -1.60 3.61 -0.90
C -0.39 -0.93 -5.06
N 0.44 -0.04 -4.29
C 1.84 0.19 -4.66
C 2.34 1.16 -3.58
N 1.14 1.38 -2.78
C 0.10 0.67 -3.23
S -1.48 0.67 -2.55
H -0.41 -0.62 -6.11
H -1.41 -0.92 -4.67
H 0.00 -1.95 -5.01
H 1.89 0.63 -5.66
H 2.38 -0.75 -4.67
H 2.71 2.09 -3.99
H 3.13 0.72 -2.96
H 1.11 1.94 -1.95
F -1.92 1.35 3.86
Te -3.03 1.70 2.21
F -2.88 0.25 0.40
F -3.69 2.62 0.58
F -3.12 3.43 2.95
F -5.00 1.82 2.59
O -1.36 2.27 1.46
N 1.51 -4.38 6.65
C 1.35 -3.68 5.75
C 1.15 -2.83 4.62
C 0.91 -1.47 4.79
C 0.68 -0.63 3.66
C 0.69 -1.16 2.37
C 0.92 -2.53 2.21
C 1.16 -3.36 3.33
C 0.35 -0.33 1.28
C -0.03 0.33 0.33
H 0.89 -1.05 5.79
H 0.45 0.43 3.79
H 0.91 -2.95 1.21
H 1.36 -4.42 3.21

***

No. 2
38
Properties=species:S:1:pos:R:3 method="wB97M-V/def2-TZVPD" lumo_ev="0.1 / 0.1" gap_ev="3.8 / 3.8" energy_ha=-1476.20222 total_charge=-1
C -0.11 2.21 -1.23
C 0.83 2.36 -0.18
C 0.16 2.13 1.06
C -1.21 1.83 0.76
C -1.37 1.90 -0.66
In -0.04 -0.62 0.24
C 1.86 -0.83 -1.07
C 0.96 -1.02 -2.26
C 1.37 -1.04 -3.58
N -0.33 -1.14 -1.88
H 0.55 2.28 2.06
H 1.87 2.67 -0.29
H -2.01 1.76 1.50
H -2.32 1.82 -1.20
H 0.09 2.38 -2.29
H 2.47 0.08 -1.08
H -1.03 -1.41 -2.57
H 2.41 -1.73 -0.79
H 2.40 -0.82 -3.82
H 0.61 -1.21 -4.35
O -2.53 -3.94 7.07
N -2.30 -4.35 5.91
O -2.46 -5.54 5.56
C -1.81 -3.40 4.93
C -1.61 -2.07 5.33
C -1.12 -1.14 4.42
C -0.79 -1.53 3.08
O -0.36 -0.62 2.28
C -0.97 -2.92 2.71
C -1.53 -3.82 3.62
N -0.62 -3.44 1.41
O -1.02 -4.56 1.10
O 0.18 -2.79 0.62
N -0.97 0.26 4.82
O -1.24 0.52 6.02
O -0.61 1.14 4.03
H -1.85 -1.78 6.35
H -1.70 -4.86 3.34

***

No. 3
35
Properties=species:S:1:pos:R:3 method="wB97M-V/def2-TZVPD" lumo_ev=-5.8 gap_ev=7.1 energy_ha=-3531.83176 total_charge=+1
Ir -0.11 -0.08 -0.08
O 0.51 1.23 3.64
C 0.82 0.69 2.62
O 0.07 -0.16 1.92
C 2.22 0.94 2.03
C 2.69 -0.28 1.25
C 4.18 -0.12 0.95
C 4.16 0.98 -0.16
C 2.66 1.25 -0.29
O 2.09 -0.06 -0.05
C 2.21 2.03 0.95
C 0.81 2.64 0.74
O 0.55 3.68 1.28
O 0.02 1.94 -0.06
H 2.83 1.18 2.90
H 2.38 -1.24 1.65
H 4.60 -1.06 0.58
H 4.74 0.17 1.83
H 4.57 0.61 -1.09
H 4.71 1.87 0.13
H 2.33 1.65 -1.24
H 2.84 2.88 1.18
Se -3.21 1.17 -0.81
N -2.11 -0.19 -0.36
C -2.84 -1.13 0.27
C -2.35 -2.35 0.79
C -3.23 -3.19 1.40
C -4.62 -2.87 1.51
C -5.13 -1.72 1.01
C -4.24 -0.81 0.37
N -4.58 0.36 -0.15
H -1.29 -2.58 0.72
H -2.88 -4.12 1.81
H -5.27 -3.57 2.02
H -6.18 -1.47 1.09

***

No. 4
39
Properties=species:S:1:pos:R:3 method="wB97M-V/def2-TZVPD" lumo_ev="-14.0 / -16.4" multiplicity=9 e_above_lowest_kcal_mol=0.01 gap_ev="7.4 / 5.5" energy_ha=-2665.82201 total_charge=+4
I -3.17 0.47 -1.16
I -0.99 -4.03 -0.20
Nd 0.55 -1.48 0.66
Ru -0.51 1.19 -0.39
S -0.60 -0.78 -1.66
C 0.13 2.39 -1.66
C 0.16 2.12 1.07
C 0.35 -1.01 -3.32
C 0.23 -2.49 -3.64
C 1.76 -0.58 -2.98
C -0.32 -0.14 -4.38
C 2.27 -0.22 2.70
C 2.78 0.13 0.35
O 0.58 2.71 1.99
O 0.56 3.15 -2.43
O 3.02 0.42 3.28
O 3.73 0.77 0.32
H 0.77 -2.70 -4.57
H -0.83 -2.76 -3.79
H 0.64 -3.11 -2.83
H 2.38 -0.64 -3.89
H 2.19 -1.26 -2.23
H 1.79 0.44 -2.59
H 0.23 -0.28 -5.32
H -0.29 0.92 -4.10
H -1.36 -0.46 -4.53
O -2.77 1.05 1.88
B -1.72 0.47 1.19
O -1.14 -0.60 2.06
C -1.85 -0.51 3.25
C -1.49 -0.96 4.51
C -2.10 -0.31 5.59
C -3.11 0.64 5.41
C -3.55 1.00 4.14
C -2.86 0.43 3.09
H -0.70 -1.70 4.62
H -1.83 -0.58 6.62
H -3.58 1.15 6.27
H -4.33 1.72 3.91

***

No. 5
37
Properties=species:S:1:pos:R:3 method="wB97M-V/def2-TZVPD" lumo_ev="-1.1 / -1.1" gap_ev="8.0 / 8.0" energy_ha=-3091.70347
Mn 1.30 -0.32 -0.32
Cl 2.53 4.00 5.15
C 2.25 2.72 4.01
C 2.19 1.39 4.48
C 1.97 0.36 3.60
C 1.79 0.59 2.22
O 1.57 -0.45 1.46
C 1.87 1.93 1.76
C 1.75 2.30 0.39
O 1.55 1.53 -0.57
C 2.10 2.98 2.69
H 2.33 1.20 5.53
H 1.93 -0.66 3.95
H 1.85 3.36 0.14
H 2.15 4.00 2.32
F 1.94 -0.58 -2.51
C 2.73 -1.00 -1.43
F 2.84 -2.34 -1.48
C 4.12 -0.39 -1.59
F 4.77 -0.92 -2.63
F 4.83 -0.63 -0.49
F 4.05 0.93 -1.77
C -3.59 -3.14 -1.80
Si -3.42 -1.29 -1.59
C -3.78 -0.41 -3.21
C -4.57 -0.67 -0.26
C -1.68 -0.92 -1.11
C -0.52 -0.71 -0.82
H -4.60 -3.40 -2.11
H -3.38 -3.65 -0.86
H -2.89 -3.51 -2.55
H -4.79 -0.62 -3.55
H -3.09 -0.74 -3.99
H -3.67 0.67 -3.10
H -5.61 -0.88 -0.53
H -4.47 0.41 -0.12
H -4.37 -1.15 0.70

***

No. 6
39
Properties=species:S:1:pos:R:3 method="wB97M-V/def2-TZVPD" lumo_ev="2.8 / 2.8" multiplicity=3 e_above_lowest_kcal_mol=0.00 gap_ev="7.1 / 7.6" energy_ha=-2175.39354 total_charge=-1
Pt -1.06 -0.21 0.28
O -1.29 0.00 2.43
N -2.51 -0.38 2.80
C -3.03 0.27 3.86
C -4.26 -0.06 4.37
C -4.97 -1.09 3.76
C -4.44 -1.72 2.66
C -3.17 -1.37 2.15
S -2.47 -2.12 0.77
H -2.39 1.05 4.24
H -4.64 0.48 5.23
H -5.95 -1.38 4.12
H -4.97 -2.50 2.14
C 5.83 -0.42 0.26
O 5.44 -0.10 -1.07
C 4.10 -0.18 -1.35
C 3.76 0.13 -2.68
C 2.44 0.10 -3.03
C 1.41 -0.23 -2.12
C 0.04 -0.23 -2.60
C -0.26 0.14 -4.04
O -0.95 -0.51 -1.91
C 1.76 -0.58 -0.78
O 0.96 -0.96 0.14
C 3.15 -0.51 -0.43
H 6.91 -0.34 0.28
H 5.52 -1.43 0.53
H 5.40 0.29 0.97
H 4.54 0.37 -3.39
H 2.18 0.34 -4.05
H 0.17 1.11 -4.29
H -1.34 0.19 -4.14
H 0.14 -0.60 -4.73
H 3.38 -0.73 0.61
O -2.49 3.93 0.03
Cl -1.88 2.66 -0.21
O -0.65 2.51 0.55
O -1.60 2.48 -1.62
O -2.81 1.59 0.24

***

No. 7
52
Properties=species:S:1:pos:R:3 method="wB97M-V/def2-TZVPD" lumo_ev="4.1 / 4.1" multiplicity=5 e_above_lowest_kcal_mol=59.17 gap_ev="6.5 / 7.5" energy_ha=-4369.82094 total_charge=-2
Cr 0.59 0.29 -1.09
N 0.59 1.92 0.32
N 0.64 1.75 1.73
C 1.85 1.30 2.34
O 1.93 1.51 3.54
O 2.69 0.75 1.59
H 1.28 2.63 0.02
H -0.34 2.27 0.07
H 0.20 2.50 2.25
F 1.21 3.83 -4.08
C 1.86 2.75 -4.57
F 3.17 2.98 -4.38
F 1.67 2.77 -5.90
S 1.28 1.15 -3.69
O 1.58 1.66 -2.34
O 2.20 0.22 -4.25
N -0.18 1.06 -4.09
S -1.13 2.08 -3.07
O -2.44 2.08 -3.69
O -1.13 1.34 -1.76
C -1.35 4.12 -2.05
F -1.26 5.15 -2.92
F -0.24 4.20 -1.25
F -2.40 4.42 -1.23
O 1.07 -2.78 -3.54
N 1.25 -2.07 -2.55
O 0.54 -0.99 -2.43
F -4.49 -2.16 6.38
C -4.61 -2.90 5.25
F -5.92 -2.80 4.93
F -4.44 -4.18 5.65
C -3.68 -2.48 4.17
C -2.75 -3.36 3.62
C -1.90 -2.93 2.63
C -1.95 -1.61 2.15
C -2.90 -0.74 2.70
C -3.75 -1.16 3.70
C -1.08 -1.16 1.14
C -0.34 -0.75 0.26
H -2.70 -4.38 3.98
H -1.18 -3.61 2.19
H -2.95 0.27 2.33
H -4.48 -0.49 4.12
C 3.49 -1.94 0.54
Te 3.15 -0.18 -0.66
C 4.07 -1.29 -2.34
H 4.53 -2.22 0.49
H 2.87 -2.75 0.15
H 3.20 -1.71 1.56
H 3.75 -2.33 -2.38
H 5.15 -1.25 -2.25
H 3.77 -0.81 -3.26